Computed, not measured: a structure of composition C60H51ClF5GeN3O3PReS, with wB97M-V/def2-TZVPD.

Element x y z (Å)
Re (0.421, -0.506, 0.882)
F (-1.281, 5.726, 4.543)
C (-1.099, 4.438, 4.208)
C (-0.198, 4.088, 3.219)
F (0.510, 5.044, 2.598)
C (-0.024, 2.757, 2.880)
F (0.884, 2.491, 1.931)
C (-0.721, 1.718, 3.496)
S (-0.522, 0.006, 3.119)
C (-1.618, 2.116, 4.493)
F (-2.348, 1.197, 5.145)
C (-1.812, 3.438, 4.847)
F (-2.694, 3.765, 5.805)
O (2.913, -3.242, -2.281)
C (2.324, -3.259, -1.218)
O (1.257, -2.531, -0.906)
C (2.669, -4.164, -0.074)
C (3.336, -5.342, -0.397)
C (3.589, -6.305, 0.562)
C (3.159, -6.081, 1.861)
C (2.530, -4.890, 2.191)
C (2.287, -3.884, 1.251)
P (1.602, -2.256, 1.955)
C (3.113, -1.691, 2.893)
C (3.174, -0.319, 3.144)
C (4.246, 0.245, 3.820)
C (5.291, -0.555, 4.256)
C (5.249, -1.919, 4.011)
C (4.171, -2.481, 3.338)
C (0.587, -2.999, 3.297)
C (0.857, -2.880, 4.653)
C (-0.019, -3.412, 5.593)
C (-1.167, -4.070, 5.184)
C (-1.448, -4.185, 3.827)
C (-0.581, -3.644, 2.894)
H (3.627, -5.483, -1.430)
H (4.095, -7.225, 0.297)
H (3.315, -6.829, 2.629)
H (2.217, -4.749, 3.217)
H (2.360, 0.309, 2.790)
H (4.264, 1.313, 3.996)
H (6.137, -0.119, 4.773)
H (6.063, -2.555, 4.334)
H (4.186, -3.542, 3.143)
H (1.747, -2.360, 4.984)
H (0.197, -3.302, 6.649)
H (-1.849, -4.482, 5.918)
H (-2.349, -4.687, 3.499)
H (-0.810, -3.713, 1.835)
C (1.271, -1.033, -0.744)
Ge (2.577, -0.161, -1.902)
C (2.129, -0.199, -3.814)
C (0.890, -0.707, -4.197)
C (0.482, -0.684, -5.524)
C (1.317, -0.148, -6.494)
C (2.556, 0.363, -6.131)
C (2.954, 0.340, -4.801)
C (2.671, 1.748, -1.437)
C (2.254, 2.738, -2.326)
C (2.345, 4.085, -1.999)
C (2.878, 4.467, -0.777)
C (3.316, 3.496, 0.111)
C (3.206, 2.153, -0.215)
C (4.385, -0.870, -1.592)
C (5.216, -1.315, -2.617)
C (6.466, -1.848, -2.340)
C (6.906, -1.958, -1.028)
C (6.085, -1.533, 0.006)
C (4.837, -0.994, -0.280)
H (0.236, -1.134, -3.443)
H (-0.484, -1.090, -5.797)
H (1.003, -0.128, -7.531)
H (3.210, 0.785, -6.885)
H (3.916, 0.761, -4.531)
H (1.850, 2.458, -3.293)
H (2.003, 4.835, -2.702)
H (2.945, 5.515, -0.514)
H (3.724, 3.784, 1.072)
H (3.544, 1.410, 0.499)
H (4.874, -1.278, -3.644)
H (7.094, -2.195, -3.153)
H (7.878, -2.383, -0.813)
H (6.403, -1.627, 1.038)
H (4.196, -0.693, 0.542)
C (-5.135, 4.679, -2.286)
C (-5.932, 3.599, -1.542)
C (-6.562, 4.225, -0.293)
C (-7.052, 3.132, -2.477)
C (-4.995, 2.385, -1.190)
O (-4.396, 1.926, -2.387)
C (-5.820, 1.211, -0.636)
C (-5.079, -0.044, -0.151)
C (-4.295, -0.833, -1.177)
C (-3.027, -1.312, -0.874)
C (-2.284, -2.050, -1.786)
C (-2.841, -2.325, -3.020)
Cl (-1.933, -3.244, -4.191)
C (-4.115, -1.882, -3.347)
C (-4.832, -1.143, -2.424)
C (-3.942, 2.862, -0.152)
N (-2.656, 2.212, -0.269)
C (-2.037, 1.398, 0.583)
N (-0.875, 1.020, 0.067)
C (-0.835, 1.654, -1.134)
N (-1.894, 2.390, -1.373)
H (-5.820, 5.452, -2.637)
H (-4.626, 4.261, -3.153)
H (-4.393, 5.174, -1.660)
H (-7.168, 5.084, -0.586)
H (-5.815, 4.589, 0.415)
H (-7.218, 3.528, 0.230)
H (-7.567, 3.999, -2.894)
H (-7.799, 2.533, -1.953)
H (-6.647, 2.545, -3.301)
H (-3.466, 2.199, -2.433)
H (-6.521, 0.918, -1.417)
H (-6.424, 1.569, 0.202)
H (-5.842, -0.701, 0.279)
H (-4.416, 0.195, 0.683)
H (-2.579, -1.115, 0.094)
H (-1.288, -2.391, -1.528)
H (-4.530, -2.110, -4.319)
H (-5.815, -0.781, -2.697)
H (-4.301, 2.673, 0.860)
H (-3.766, 3.931, -0.245)
H (-2.414, 1.092, 1.545)
H (-0.018, 1.547, -1.828)

LUMO energy (alpha / beta) in eV: 1.98 / 1.98
2S+1: 2
Total charge: -1
HOMO energy (alpha / beta) in eV: -3.6 / -3.0

***

Computed, not measured: a structure of composition C33H42As4N2OPtS2 at a distorted geometry, with wB97M-V/def2-TZVPD.

Element x y z (Å)
Pt (-0.141, -1.343, 0.248)
C (-2.656, 2.334, 0.735)
As (-1.376, 1.046, -0.092)
C (-0.038, 2.396, -0.577)
C (-2.124, 0.905, -1.945)
C (-3.291, -0.037, -2.306)
C (-4.337, -0.031, -1.198)
C (-2.787, -1.462, -2.548)
As (-1.814, -2.394, -1.097)
C (-3.212, -3.057, 0.099)
C (-1.473, -4.063, -2.056)
C (-3.880, 0.511, -3.620)
As (-5.455, -0.187, -4.666)
C (-5.770, -2.076, -4.157)
C (-6.906, 0.569, -3.559)
H (-3.604, 1.861, 0.978)
H (-2.833, 3.180, 0.069)
H (-2.210, 2.701, 1.661)
H (-0.476, 3.160, -1.222)
H (0.795, 1.920, -1.094)
H (0.346, 2.874, 0.327)
H (-1.263, 0.635, -2.567)
H (-2.397, 1.932, -2.213)
H (-3.860, -0.286, -0.246)
H (-5.115, -0.764, -1.400)
H (-4.797, 0.954, -1.112)
H (-2.093, -1.452, -3.399)
H (-3.617, -2.122, -2.811)
H (-4.098, -3.387, -0.446)
H (-3.479, -2.298, 0.835)
H (-2.778, -3.904, 0.635)
H (-2.410, -4.476, -2.438)
H (-1.023, -4.777, -1.365)
H (-0.781, -3.900, -2.883)
H (-3.064, 0.540, -4.352)
H (-4.172, 1.555, -3.459)
H (-4.981, -2.722, -4.537)
H (-6.700, -2.378, -4.640)
H (-5.884, -2.223, -3.085)
H (-6.804, 1.652, -3.506)
H (-6.915, 0.166, -2.549)
H (-7.866, 0.347, -4.026)
S (1.484, -3.289, -0.137)
C (1.653, -3.742, 1.516)
C (2.731, -4.614, 1.757)
N (3.626, -5.322, 1.902)
C (0.901, -3.303, 2.598)
S (-0.506, -2.316, 2.584)
C (1.353, -3.651, 3.882)
N (1.743, -3.861, 4.943)
O (1.713, 0.031, 0.717)
As (2.898, 0.999, 1.255)
C (2.049, 2.357, 2.383)
C (2.041, 3.735, 2.217)
C (1.236, 4.522, 3.027)
C (0.442, 3.944, 4.003)
C (0.466, 2.570, 4.189)
C (1.266, 1.784, 3.380)
C (3.891, 1.586, -0.330)
C (4.021, 2.868, -0.842)
C (4.707, 3.069, -2.031)
C (5.249, 1.997, -2.718)
C (5.105, 0.711, -2.221)
C (4.429, 0.511, -1.031)
C (4.130, 0.014, 2.384)
C (5.204, 0.646, 2.994)
C (6.029, -0.077, 3.836)
C (5.788, -1.423, 4.065)
C (4.724, -2.057, 3.446)
C (3.896, -1.332, 2.608)
H (2.664, 4.206, 1.470)
H (1.220, 5.593, 2.885)
H (-0.198, 4.562, 4.617)
H (-0.146, 2.113, 4.953)
H (1.284, 0.705, 3.507)
H (3.597, 3.717, -0.323)
H (4.812, 4.068, -2.425)
H (5.778, 2.160, -3.647)
H (5.513, -0.130, -2.761)
H (4.300, -0.492, -0.631)
H (5.377, 1.699, 2.798)
H (6.861, 0.416, 4.317)
H (6.432, -1.981, 4.729)
H (4.528, -3.105, 3.610)
H (3.052, -1.791, 2.109)

LUMO energy in eV: -0.91
2S+1: 1
Total charge: 0
HOMO energy in eV: -6.6

***

Computed, not measured: a cluster of 2 separate species, H4INP2 in total at a distorted geometry, with wB97M-V/def2-TZVPD.

Element x y z (Å)
N (1.092, -0.914, -2.575)
P (0.931, -0.585, 0.307)
P (-0.354, 0.869, 0.892)
I (-0.869, -1.685, -2.960)
H (1.625, -1.383, -3.310)
H (1.788, 0.478, -0.133)
H (1.158, 0.084, -2.478)
H (-1.253, -0.185, 1.346)

LUMO energy in eV: -0.73
2S+1: 1
Total charge: 0
HOMO energy in eV: -9.1

***

Computed, not measured: a structure of composition C3H5NS at a distorted geometry, with wB97M-V/def2-TZVPD.

Element x y z (Å)
C (-1.130, -0.040, -0.109)
C (0.161, -0.958, -0.206)
C (1.469, -0.331, -0.068)
H (-1.434, 2.016, 0.648)
H (0.055, 1.309, 0.649)
H (0.017, -2.260, -0.219)
H (2.190, -1.079, 0.110)
H (1.903, 0.594, -0.236)
N (-0.594, 1.170, -0.452)
S (-2.637, -0.421, -0.117)

LUMO energy in eV: -1.12
2S+1: 1
Total charge: 0
HOMO energy in eV: -8.9

***

Computed, not measured: a structure of composition C59H52N5O2P2RuS4Se at a distorted geometry, with wB97M-V/def2-TZVPD.

Element x y z (Å)
Ru (0.023, 0.308, 0.119)
S (2.574, 0.017, 0.504)
C (3.412, 1.437, 0.373)
N (4.749, 1.505, 0.502)
C (5.374, 2.799, 0.739)
C (4.838, 3.766, -0.282)
N (3.390, 3.821, -0.156)
C (2.789, 5.145, -0.316)
C (3.007, 5.996, 0.912)
C (2.555, 5.571, 2.160)
C (2.780, 6.348, 3.283)
C (3.453, 7.558, 3.174)
C (3.902, 7.987, 1.937)
C (3.682, 7.205, 0.811)
C (2.676, 2.734, 0.152)
S (1.023, 2.752, 0.282)
C (5.571, 0.333, 0.818)
C (5.954, 0.316, 2.278)
C (4.995, 0.035, 3.249)
C (5.335, 0.060, 4.591)
C (6.635, 0.360, 4.977)
C (7.595, 0.634, 4.016)
C (7.252, 0.616, 2.671)
H (6.452, 2.686, 0.642)
H (5.156, 3.145, 1.755)
H (5.104, 3.449, -1.295)
H (5.234, 4.767, -0.109)
H (1.730, 5.014, -0.540)
H (3.262, 5.613, -1.182)
H (2.023, 4.633, 2.250)
H (2.426, 6.009, 4.247)
H (3.626, 8.163, 4.055)
H (4.428, 8.927, 1.846)
H (4.036, 7.542, -0.156)
H (6.460, 0.381, 0.187)
H (5.002, -0.555, 0.551)
H (3.981, -0.204, 2.955)
H (4.581, -0.159, 5.336)
H (6.899, 0.374, 6.026)
H (8.611, 0.862, 4.311)
H (8.006, 0.828, 1.921)
C (-3.146, -1.100, 0.536)
N (-4.016, -0.159, -0.129)
C (-3.422, 1.041, -0.671)
P (-1.921, 1.676, 0.207)
C (-1.789, 3.220, -0.757)
C (-1.456, 3.139, -2.108)
C (-1.324, 4.293, -2.861)
C (-1.519, 5.535, -2.272)
C (-1.859, 5.619, -0.930)
C (-2.001, 4.465, -0.174)
C (-2.491, 2.184, 1.850)
C (-1.560, 2.600, 2.805)
C (-1.976, 2.967, 4.073)
C (-3.322, 2.918, 4.404)
C (-4.253, 2.510, 3.464)
C (-3.841, 2.146, 2.190)
C (-5.376, -0.161, 0.199)
C (-5.858, -0.813, 1.336)
C (-7.214, -0.802, 1.625)
C (-8.112, -0.137, 0.805)
C (-7.636, 0.513, -0.326)
C (-6.287, 0.496, -0.634)
P (-1.501, -1.407, -0.263)
C (-1.807, -1.770, -2.016)
C (-3.072, -1.809, -2.594)
C (-3.210, -2.087, -3.948)
C (-2.091, -2.333, -4.727)
C (-0.827, -2.310, -4.152)
C (-0.685, -2.031, -2.805)
C (-1.285, -3.068, 0.476)
C (-1.603, -4.233, -0.216)
C (-1.498, -5.465, 0.412)
C (-1.094, -5.541, 1.736)
C (-0.787, -4.381, 2.435)
C (-0.871, -3.149, 1.808)
H (-3.653, -2.065, 0.606)
H (-2.875, -0.795, 1.564)
H (-4.161, 1.844, -0.698)
H (-3.065, 0.898, -1.701)
H (-1.256, 2.181, -2.568)
H (-1.052, 4.217, -3.905)
H (-1.405, 6.436, -2.859)
H (-2.013, 6.585, -0.467)
H (-2.260, 4.537, 0.874)
H (-0.507, 2.608, 2.566)
H (-1.243, 3.262, 4.811)
H (-3.644, 3.192, 5.400)
H (-5.304, 2.465, 3.717)
H (-4.587, 1.837, 1.471)
H (-5.178, -1.313, 2.011)
H (-7.566, -1.309, 2.513)
H (-9.166, -0.127, 1.040)
H (-8.323, 1.025, -0.986)
H (-5.938, 0.979, -1.538)
H (-3.952, -1.623, -1.993)
H (-4.197, -2.105, -4.392)
H (-2.201, -2.537, -5.784)
H (0.052, -2.483, -4.758)
H (0.302, -1.982, -2.361)
H (-1.926, -4.182, -1.248)
H (-1.736, -6.368, -0.135)
H (-1.009, -6.504, 2.222)
H (-0.469, -4.435, 3.468)
H (-0.604, -2.250, 2.345)
S (0.405, -0.109, 4.874)
C (0.105, -0.011, 3.279)
N (-0.118, 0.057, 2.133)
Se (1.647, 0.968, -4.503)
C (0.928, 0.722, -2.885)
N (0.443, 0.560, -1.839)
O (1.704, -9.396, -1.338)
C (2.054, -8.741, -0.210)
O (2.444, -9.359, 0.740)
C (1.925, -7.247, -0.209)
C (2.193, -6.596, 0.995)
C (2.102, -5.223, 1.081)
C (1.767, -4.459, -0.047)
S (1.752, -2.734, 0.037)
C (1.495, -5.119, -1.253)
C (1.570, -6.494, -1.330)
H (1.406, -8.780, -2.015)
H (2.463, -7.194, 1.854)
H (2.290, -4.714, 2.016)
H (1.227, -4.538, -2.125)
H (1.355, -6.954, -2.288)

LUMO energy (alpha / beta) in eV: -1.30 / -2.12
2S+1: 2
Total charge: 0
HOMO energy (alpha / beta) in eV: -7.0 / -7.0

***

Computed, not measured: a structure of composition C15H13AsCl3CoI2N2O3S, with wB97M-V/def2-TZVPD.

Element x y z (Å)
Co (0.164, -0.620, -0.866)
I (-3.286, 3.207, 0.039)
C (-3.055, 1.390, 0.982)
C (-3.754, 1.097, 2.138)
C (-3.582, -0.123, 2.780)
I (-4.702, -0.457, 4.489)
C (-2.665, -1.124, 2.294)
C (-2.422, -2.368, 2.901)
C (-1.515, -3.229, 2.340)
C (-0.836, -2.840, 1.181)
N (-1.051, -1.676, 0.601)
C (-1.947, -0.838, 1.133)
C (-2.137, 0.432, 0.407)
O (-1.526, 0.634, -0.641)
H (-4.442, 1.825, 2.542)
H (-2.951, -2.637, 3.806)
H (-1.311, -4.193, 2.784)
H (-0.092, -3.477, 0.717)
S (-1.234, -3.574, -4.132)
C (-0.534, -2.562, -3.094)
N (-0.008, -1.823, -2.344)
C (3.084, 0.629, -2.787)
As (1.458, 1.258, -1.941)
C (0.552, 2.048, -3.468)
C (2.078, 2.864, -1.050)
H (3.581, 1.436, -3.324)
H (2.811, -0.165, -3.480)
H (3.746, 0.216, -2.028)
H (1.226, 2.698, -4.023)
H (-0.305, 2.623, -3.118)
H (0.194, 1.251, -4.117)
H (2.609, 3.490, -1.765)
H (2.737, 2.608, -0.221)
H (1.214, 3.400, -0.659)
Cl (3.227, -1.676, 2.919)
C (2.968, -0.120, 2.105)
Cl (4.450, 0.370, 1.251)
Cl (2.562, 1.107, 3.307)
C (1.835, -0.312, 1.051)
O (0.798, 0.373, 1.144)
O (2.062, -1.142, 0.147)

LUMO energy (alpha / beta) in eV: -1.19 / -3.36
2S+1: 5
Total charge: 0
HOMO energy (alpha / beta) in eV: -7.8 / -7.7